Here is an isolated ion of composition C4H5O6P and charge -2 in a non-equilibrium geometry from the Open Molecules 2025 dataset. Energies are from ωB97M-V with the def2-TZVPD basis set.

```
16
Properties=species:S:1:pos:R:3:lowdin_charge:R:1
O -2.580 0.588 -1.039 -0.397
P -1.955 -0.364 -0.050 0.393
O -2.783 -1.440 0.515 -0.391
O -1.455 0.556 1.172 -0.242
C -0.121 1.006 1.136 -0.205
C 0.620 0.765 -0.256 -0.488
O 0.064 1.570 -1.210 -0.075
C 0.543 -0.675 -0.620 -0.044
C 1.640 -1.645 -0.027 -0.735
O 2.281 -1.271 0.977 -0.104
O 1.866 -2.662 -0.760 -0.153
H 0.467 0.296 1.630 0.065
H 0.089 1.956 1.706 0.123
H 1.705 1.017 -0.250 0.143
H -0.865 1.336 -1.213 0.006
H 0.484 -1.034 -1.711 0.105
```

## Properties
* Kohn-Sham gap: 0.260 Eh
* total charge: -2
* energy: -25803.371 eV
* HOMO level: -0.54 eV
* E_LUMO: 6.520 eV
* structure (SMILES): O=P(=O)OC[C@H](O)C=C([O-])[O-]
* relative energy (zero: lowest compared OMol25 entry of this formula, charge and spin): 0.0000 eV



Here is one molecule with the formula C4H5OP in a non-equilibrium geometry from the Open Molecules 2025 dataset. Energies are from ωB97M-V with the def2-TZVPD basis set.

```
11
Properties=species:S:1:pos:R:3:lowdin_charge:R:1
O 2.996 0.446 0.125 -0.264
C 1.409 0.210 -0.084 -0.418
C 0.407 1.198 -0.106 -0.126
C -0.862 0.685 -0.299 -0.096
C -1.066 -0.809 -0.168 -0.391
P 0.711 -1.475 -0.047 0.948
H 0.756 2.188 0.155 0.115
H -1.776 1.220 -0.520 0.105
H -1.735 -1.010 0.636 0.065
H -1.714 -1.209 -1.028 0.103
H 0.875 -1.444 1.337 -0.041
```

## Properties
* Kohn-Sham gap (alpha / beta): 0.298 / 0.299 Eh
* total charge: 0
* energy: -15560.758 eV
* HOMO level (alpha / beta): -9.31 / -9.32 eV
* E_LUMO (alpha / beta): -1.191 / -1.189 eV
* structure (SMILES): O=C1C=CCP1
* relative energy (zero: lowest compared OMol25 entry of this formula, charge and spin): 3.2572 eV